1.
C29H27Br4GaN5O2 as an isolated structure. Source: the Open Molecules 2025 dataset; level of theory: ωB97M-V with the def2-TZVPD basis set.

```
! RIJCOSX wB97M-V def2-TZVPD def2/J DEFGRID3
* xyz 1 1
Ga -0.05516 0.21628 0.07321
Br -4.53131 4.46874 -2.59464
C -3.07803 3.74535 -1.64215
C -2.05233 4.56809 -1.18800
Br -2.09663 6.42406 -1.49655
C -0.95705 4.00453 -0.52666
Br 0.49672 5.03326 0.08449
C -0.88231 2.63814 -0.34141
O 0.19130 2.04244 0.22173
C -1.92335 1.80014 -0.78342
O -1.79218 0.47622 -0.60367
C -3.01508 2.36552 -1.42639
Br -4.36177 1.18831 -2.00933
N 0.69414 -0.46101 -1.82365
C -0.26117 -0.38615 -2.90966
C -0.95861 -1.47499 -3.32999
C -1.95182 -1.33178 -4.32529
C -2.23448 -0.10405 -4.84735
C -1.50738 1.03667 -4.42668
C -1.76083 2.34577 -4.89685
C -0.99853 3.37866 -4.43411
C 0.04308 3.10755 -3.52067
N 0.30425 1.91421 -3.04790
C -0.48186 0.89243 -3.47324
H 1.07608 -1.39982 -1.77091
H 1.44805 0.19546 -2.04230
H -0.77619 -2.44634 -2.88297
H -2.50117 -2.20422 -4.65106
H -3.01626 0.01785 -5.58611
H -2.56073 2.51361 -5.60743
H -1.17634 4.39628 -4.75361
H 0.67446 3.91818 -3.17141
N 0.02554 -1.46208 5.16716
C -0.82005 -0.46800 4.49586
C -1.06363 -0.88622 3.04157
N -1.03064 0.23041 2.07403
H 0.30789 -1.11876 6.07840
H 1.75558 -1.84010 3.56757
H -0.49431 -2.31621 5.33819
H -0.28122 0.48291 4.50995
H -1.77233 -0.30041 5.00793
H -2.02250 -1.39237 2.92886
H -0.28881 -1.60815 2.78126
H -0.52579 1.02262 2.46509
H -1.96586 0.56824 1.86782
C 3.82308 0.24838 4.04474
C 3.05461 1.17846 3.25156
C 2.20476 0.79386 2.27095
C 2.04326 -0.59888 1.96365
C 2.63088 -1.58577 2.91714
C 3.65172 -1.06361 3.86087
N 1.31320 -0.96650 0.93910
C 1.26590 -2.33073 0.49903
C 0.03319 -2.96354 0.38556
C -0.04410 -4.24126 -0.15256
C 1.10545 -4.88672 -0.58231
C 2.33498 -4.24626 -0.48371
C 2.41771 -2.96813 0.04621
H 4.53397 0.62768 4.76481
H 3.19231 2.23926 3.42356
H 1.72113 1.54259 1.65100
H 2.92290 -2.52509 2.45472
H 4.20886 -1.78961 4.43841
H -0.87366 -2.45776 0.70197
H -1.00685 -4.72689 -0.23911
H 1.04413 -5.88103 -1.00257
H 3.23198 -4.73831 -0.83483
H 3.36921 -2.45141 0.09209
*
```

Computed properties:
HOMO-LUMO gap: 6.082 eV
HOMO energy: -9.969 eV
E: -374599.8949 eV
ΔE to the lowest compared entry with this formula, charge and spin: 0.998 eV

2.
C29H27ClIrN8OS as an isolated structure at a distorted geometry. Source: the Open Molecules 2025 dataset; level of theory: ωB97M-V with the def2-TZVPD basis set.

```
! RIJCOSX wB97M-V def2-TZVPD def2/J DEFGRID3
* xyz 2 6
Ir 10.57119 10.92580 11.65311
Cl 7.25581 10.49640 18.17554
C 8.17142 10.27859 16.73172
C 9.46077 9.72023 16.87524
C 10.37705 9.78326 15.85477
C 10.06714 10.47610 14.64676
O 10.97719 10.61951 13.73218
C 8.70339 10.89734 14.46706
C 8.18043 11.50682 13.24937
N 8.65971 11.37530 12.00551
C 7.91855 11.73901 10.89165
C 6.58239 12.20770 10.82716
C 6.01532 12.35750 9.54886
C 6.73853 12.26539 8.36640
C 8.14134 11.98263 8.36384
C 8.94153 11.81973 7.21083
C 10.21790 11.41759 7.45545
C 10.77181 11.20671 8.70392
N 10.01084 11.35259 9.81589
C 8.71173 11.69016 9.65713
C 7.78994 10.74035 15.50176
H 9.65694 9.17256 17.77018
H 11.42996 9.43612 16.01793
H 7.42832 12.26612 13.37531
H 5.99376 12.35856 11.70817
H 4.93350 12.54655 9.47748
H 6.17101 12.45686 7.47180
H 8.46546 11.90614 6.23278
H 10.82248 11.24063 6.54423
H 11.80248 10.90821 8.79745
H 6.76163 11.00153 15.41517
N 12.21188 6.98065 11.46426
C 12.02487 8.31442 11.45764
S 10.32586 8.72837 11.19165
N 12.95806 9.18814 11.61717
N 12.58513 10.42640 11.86275
C 13.38044 11.49101 11.84763
C 12.81770 12.72299 12.27893
C 13.50340 13.71592 12.98522
C 12.77845 14.50920 13.84795
C 11.39345 14.44971 13.88749
C 10.60088 13.91281 12.77817
N 11.38460 12.93283 11.90870
H 11.42158 6.43535 11.11644
H 13.17231 6.64705 11.39872
H 14.49128 11.37433 11.57628
H 14.61204 13.69198 12.99803
H 13.22624 15.15437 14.58886
H 10.82971 14.88441 14.75493
H 9.64067 13.58279 13.19749
N 11.19693 13.97473 10.75993
C 10.48150 14.77207 11.51459
N 9.90148 15.93593 11.31414
C 9.59322 16.85004 12.40521
C 10.43772 18.15348 12.29831
C 9.98872 18.90733 11.04235
C 9.56318 18.02216 9.84978
C 9.99151 16.53783 9.96211
H 9.72969 16.32539 13.32470
H 8.51202 17.09946 12.39701
H 11.47322 17.78932 12.21735
H 10.30029 18.73317 13.20008
H 10.81406 19.53993 10.68426
H 9.19771 19.67868 11.34561
H 9.92291 18.35292 8.86942
H 8.45463 18.07766 9.77144
H 11.05899 16.38258 9.55429
H 9.46676 15.78117 9.27151
*
```

Computed properties:
HOMO-LUMO gap (alpha / beta): 5.795 / 4.247 eV
HOMO energy (alpha / beta): -11.412 / -13.272 eV
E: -70655.2836 eV
ΔE to the lowest compared entry with this formula, charge and spin: 1.115 eV
expectation value of S²: 8.85

3.
C29H27Ge2N2O10Pd as an isolated structure at a distorted geometry. Source: the Open Molecules 2025 dataset; level of theory: ωB97M-V with the def2-TZVPD basis set.

```
! RIJCOSX wB97M-V def2-TZVPD def2/J DEFGRID3
* xyz 0 2
Pd 0.41768 0.01271 1.16434
O 2.55052 0.28374 1.42445
C 3.41463 -0.51759 1.04949
C 3.23784 -1.88572 0.67626
C 4.38350 -2.56328 0.22146
C 4.28482 -3.85154 -0.20291
C 3.04580 -4.52454 -0.21325
C 1.92647 -3.89527 0.23693
C 1.97096 -2.55283 0.73979
O 0.92346 -2.03193 1.23761
N 5.48476 -4.54729 -0.67322
O 6.55731 -3.99159 -0.53399
O 5.33641 -5.64274 -1.17899
H 4.44394 -0.13136 0.96996
H 5.34492 -2.06572 0.20801
H 3.00766 -5.53931 -0.58342
H 0.96610 -4.39212 0.24793
O -0.21699 2.01036 0.74021
O 0.45481 3.07577 1.45742
O -1.76961 -0.58449 1.28609
C -1.91934 -0.83357 0.07042
O -1.12090 -0.47131 -0.85498
C -3.12926 -1.62296 -0.33893
C -3.45892 -1.77742 -1.67977
C -4.55775 -2.54032 -2.05283
C -5.32964 -3.16649 -1.08614
C -4.97891 -2.99060 0.23810
C -3.90075 -2.23392 0.64067
N -5.80537 -3.65273 1.28170
O -5.52550 -3.43467 2.43969
O -6.70927 -4.36896 0.90646
H -2.83856 -1.29410 -2.42168
H -4.81218 -2.65395 -3.09763
H -6.18073 -3.78003 -1.34052
H -3.65683 -2.11637 1.68528
C 0.77938 4.50938 3.88232
Ge -0.19976 3.01106 3.19341
C -2.09896 3.19605 3.02905
C 0.28802 1.34150 4.00021
Ge 0.47220 1.33682 -0.80908
C 2.29743 1.75982 -1.14112
C 3.12690 2.48328 -0.27862
C 4.44896 2.69992 -0.63142
C 4.96486 2.18068 -1.81362
C 4.15367 1.45402 -2.66954
C 2.82318 1.24374 -2.33055
C -0.63593 2.37016 -1.97033
C -1.25971 1.93770 -3.13663
C -1.96702 2.84383 -3.91567
C -2.04494 4.17237 -3.52619
C -1.41996 4.59920 -2.36428
C -0.71493 3.70484 -1.56839
H 0.80156 4.48071 4.97189
H 0.32714 5.44948 3.56995
H 1.80383 4.46986 3.51279
H -2.56573 3.35279 4.00183
H -2.49876 2.28042 2.59212
H -2.34592 4.03334 2.37718
H 0.02340 1.37156 5.05948
H 1.35772 1.14858 3.91116
H -0.27054 0.51322 3.55866
H 2.73441 2.87518 0.64618
H 5.08869 3.27018 0.03016
H 6.00446 2.34476 -2.06644
H 4.54985 1.05336 -3.59285
H 2.19998 0.67673 -3.01553
H -1.20350 0.90057 -3.44111
H -2.45650 2.51247 -4.82211
H -2.59937 4.87929 -4.12958
H -1.48133 5.63850 -2.06719
H -0.24605 4.04447 -0.65533
*
```

Computed properties:
HOMO-LUMO gap (alpha / beta): 6.955 / 7.272 eV
HOMO energy (alpha / beta): -8.247 / -8.470 eV
E: -170470.0305 eV
ΔE to the lowest compared entry with this formula, charge and spin: 0.000 eV
expectation value of S²: 0.76

4.
C29H27N7O2V as an isolated structure. Source: the Open Molecules 2025 dataset; level of theory: ωB97M-V with the def2-TZVPD basis set.

```
! RIJCOSX wB97M-V def2-TZVPD def2/J DEFGRID3
* xyz 0 4
V 0.00350 0.46422 -0.28756
C -3.78198 0.70381 1.62575
C -3.85688 -0.26907 0.48884
C -4.75826 -1.32432 0.52820
C -4.84741 -2.22988 -0.51451
C -4.02566 -2.08048 -1.61868
C -3.11048 -1.03727 -1.69315
C -2.25814 -0.88168 -2.91697
C -3.02441 -0.12491 -0.63270
N -2.02744 0.86783 -0.66335
C -2.39073 2.15543 -0.72941
O -3.51447 2.64865 -0.82054
C -1.18926 3.09040 -0.71220
C -1.24283 4.46674 -0.89575
C -0.04175 5.16663 -0.92557
C 1.17313 4.50159 -0.80063
C 1.14594 3.12450 -0.62258
N -0.01729 2.49254 -0.55134
C 2.36995 2.22295 -0.55703
O 3.48338 2.74602 -0.56755
N 2.03725 0.92488 -0.52719
C 3.05770 -0.04053 -0.45831
C 3.21518 -0.92690 -1.53100
C 2.39870 -0.75354 -2.77560
C 4.15243 -1.94868 -1.43623
C 4.92482 -2.09995 -0.29530
C 4.76177 -1.21988 0.76053
C 3.83477 -0.18665 0.69941
C 3.67265 0.76082 1.84912
H -4.31068 0.31961 2.49790
H -4.22299 1.65972 1.33928
H -2.74619 0.90238 1.90277
H -5.40169 -1.43187 1.39310
H -5.55431 -3.04763 -0.46790
H -4.09329 -2.78147 -2.44128
H -2.15787 -1.83215 -3.44199
H -1.25600 -0.50897 -2.67724
H -2.69640 -0.16030 -3.61119
H -2.20246 4.94531 -1.02194
H -0.05171 6.23928 -1.06749
H 2.12424 5.00957 -0.85263
H 2.66313 0.16757 -3.29713
H 1.32580 -0.68856 -2.55626
H 2.55185 -1.59016 -3.45732
H 4.27826 -2.62838 -2.27009
H 5.65205 -2.89855 -0.23219
H 5.36537 -1.33076 1.65308
H 4.15918 0.37124 2.74329
H 2.61723 0.93210 2.06954
H 4.10718 1.73163 1.60584
N -0.10447 -0.96173 3.56617
C -0.13778 0.34767 3.98657
C -0.10956 1.10955 2.85461
N -0.05482 0.29366 1.76123
C -0.04653 -0.94209 2.21467
C 0.00425 -2.00797 1.24144
N 0.04002 -1.67520 -0.03467
C 0.09608 -2.84556 -0.73170
C 0.09371 -3.89815 0.13795
N 0.03878 -3.35259 1.39782
H -0.06759 -1.76783 4.16377
H -0.17954 0.61108 5.02564
H -0.12914 2.18071 2.75420
H 0.13708 -2.85910 -1.80648
H 0.12698 -4.95877 -0.01963
H -0.00235 -3.86659 2.25958
*
```

Computed properties:
HOMO-LUMO gap (alpha / beta): 6.313 / 7.636 eV
HOMO energy (alpha / beta): -6.569 / -7.895 eV
E: -70728.9565 eV
expectation value of S²: 3.76

5.
A 2-piece molecular cluster, C29H28F2NO overall at a distorted geometry. Source: the Open Molecules 2025 dataset; level of theory: ωB97M-V with the def2-TZVPD basis set.

```
! RIJCOSX wB97M-V def2-TZVPD def2/J DEFGRID3
* xyz 1 1
C -3.53413 -0.86135 -2.83321
C -2.19624 -1.14866 -3.41468
N -1.16951 -1.48865 -2.54121
C 0.08429 -1.99321 -2.96104
C 0.73641 -3.05561 -2.16341
C 2.03599 -3.34413 -2.33912
C 2.74282 -4.39222 -1.56028
C 2.19552 -4.50474 -0.12988
C 0.69528 -4.43015 -0.08769
C 0.00335 -5.04239 0.94468
C -1.37570 -5.04351 0.97570
C -2.08060 -4.44058 -0.04436
C -1.40643 -3.82604 -1.07657
C -0.01252 -3.77540 -1.10803
C 0.64389 -1.49904 -4.06979
O -2.04609 -1.11315 -4.61804
H -3.48218 -0.75144 -1.75066
H -3.93497 0.05654 -3.26046
H -4.22121 -1.67664 -3.06155
H -1.34518 -1.43101 -1.54038
H 2.60887 -2.79829 -3.06313
H 2.62919 -5.35493 -2.07243
H 3.82035 -4.18605 -1.54200
H 2.52102 -5.44793 0.32557
H 2.60854 -3.70724 0.49732
H 0.56076 -5.53705 1.72194
H -1.89740 -5.52404 1.78886
H -3.15914 -4.44739 -0.03303
H -1.97202 -3.38225 -1.87559
H 1.58860 -1.83780 -4.43509
H 0.13819 -0.73455 -4.62212
C 4.85859 6.01590 1.83747
C 3.75135 5.08510 1.52136
C 2.51192 5.28305 2.12827
F 2.34325 6.31380 2.99107
C 1.46090 4.43482 1.86726
C 1.60206 3.32509 1.01230
C 0.58602 2.37974 0.72351
C -0.71126 2.18758 1.25968
C -1.25584 2.91303 2.33562
C -2.53721 2.68886 2.78168
F -3.03558 3.44040 3.79256
C -3.32813 1.70091 2.19744
C -4.70665 1.50389 2.69959
C -2.79248 0.94466 1.16422
C -1.52108 1.17599 0.70156
C 2.85617 3.16476 0.38645
C 3.89697 4.02259 0.64087
H 5.74880 5.79247 1.25001
H 4.56132 7.04458 1.63273
H 5.11748 5.95191 2.89446
H 0.51718 4.71434 2.28731
H 0.85344 1.66956 -0.03820
H -0.67982 3.61812 2.89783
H -5.18998 0.65422 2.21842
H -4.69938 1.33139 3.77601
H -5.30765 2.39400 2.51316
H -3.38827 0.16266 0.73042
H -1.12752 0.57895 -0.10267
H 2.99377 2.34758 -0.30016
H 4.84190 3.87891 0.14944
*
```

Computed properties:
HOMO-LUMO gap: 3.903 eV
HOMO energy: -9.920 eV
E: -39492.4589 eV
ΔE to the lowest compared entry with this formula, charge and spin: 0.000 eV

6.
A 6-piece molecular cluster, C29H28F40O7S overall at a distorted geometry. Source: the Open Molecules 2025 dataset; level of theory: ωB97M-V with the def2-TZVPD basis set.

```
! RIJCOSX wB97M-V def2-TZVPD def2/J DEFGRID3
* xyz 0 1
F -12.06339 -13.83948 3.42913
C -11.83397 -13.97972 2.11870
F -11.33196 -15.21378 1.95125
C -13.19053 -13.71509 1.48028
F -14.09294 -14.53053 2.08032
F -13.15775 -14.15173 0.25484
C -13.54526 -12.30109 1.58367
O -12.50339 -11.35153 1.00374
C -13.00317 -10.57132 -0.10047
F -13.39221 -11.36703 -0.97280
F -14.03225 -9.86326 0.41622
C -11.86907 -9.64460 -0.57781
F -10.82097 -10.30267 -0.88921
F -12.17244 -8.89549 -1.67121
H -10.99914 -13.29671 1.96172
H -13.51358 -12.09784 2.65408
H -14.54881 -12.15405 1.18447
H -11.55499 -8.96438 0.21388
F -19.49428 -5.80642 -5.58005
C -20.07640 -6.35185 -4.48948
F -19.81118 -7.66920 -4.55747
C -19.48320 -5.72970 -3.12431
F -19.91479 -4.42962 -2.95269
F -18.16927 -5.72570 -3.13546
C -20.05594 -6.57572 -1.97371
O -21.53958 -6.60835 -2.02564
C -22.13791 -7.73815 -1.47009
F -21.69457 -8.76345 -2.21747
F -21.75993 -7.93372 -0.22167
C -23.63719 -7.64235 -1.62469
F -24.31051 -8.68385 -1.17204
F -24.02607 -6.52924 -0.99667
H -21.15035 -6.20629 -4.60585
H -19.74222 -6.06848 -1.06136
H -19.46734 -7.48865 -1.88308
H -23.89176 -7.49390 -2.67410
F -16.08067 -14.39834 -1.06724
C -15.61149 -13.96431 -2.24767
F -15.34524 -15.02470 -3.02062
C -16.65258 -13.04420 -2.87016
F -16.16589 -12.74607 -4.08052
F -16.88039 -11.86975 -2.19177
C -18.08336 -13.73886 -2.77351
O -19.26948 -12.92096 -3.10496
C -19.64004 -12.68163 -4.51714
F -18.55614 -12.15508 -5.08356
F -19.87454 -13.92576 -5.04184
C -20.83865 -11.67666 -4.44194
F -20.72456 -10.68884 -3.51713
F -21.13311 -11.16831 -5.64802
H -14.65692 -13.45176 -2.12858
H -18.40895 -13.98774 -1.76349
H -18.13045 -14.68241 -3.31720
H -21.70886 -12.18452 -4.02611
F -15.02299 -3.31122 -1.83118
C -16.30283 -3.16337 -2.05322
F -16.91482 -3.76189 -1.05617
C -16.86301 -1.73220 -2.33260
F -18.15645 -1.74127 -2.54880
F -16.31687 -1.19244 -3.42204
C -16.66885 -0.74850 -1.14597
O -15.25701 -0.64953 -0.84034
C -14.89598 0.13952 0.23587
F -15.54353 1.33978 0.08967
F -15.33530 -0.44309 1.30607
C -13.30580 0.27965 0.06514
F -12.94521 0.96592 -1.05699
F -12.53613 0.46517 1.11570
H -16.69236 -3.78454 -2.85977
H -17.23658 -1.09161 -0.28106
H -17.08788 0.20637 -1.46337
H -13.05195 -0.75366 -0.17137
F -17.08172 -7.55728 -0.87340
C -16.31685 -8.15992 -1.76201
F -17.15074 -8.80742 -2.58984
C -15.09743 -7.41437 -2.38932
F -14.18892 -7.35465 -1.38137
F -15.60459 -6.23134 -2.77083
C -14.59678 -8.17468 -3.74555
O -15.60321 -7.93076 -4.72322
C -15.35057 -8.29258 -6.07315
F -15.13598 -7.05147 -6.61649
F -14.15257 -8.93201 -6.07880
C -16.50553 -9.10452 -6.54214
F -16.41880 -9.41943 -7.80696
F -16.71340 -10.17075 -5.74755
H -15.96613 -9.11015 -1.35933
H -14.50294 -9.24634 -3.56998
H -13.66203 -7.68088 -4.01107
H -17.38210 -8.45880 -6.48968
O -9.77187 -8.07200 -11.01886
S -10.03736 -8.56863 -9.63851
O -8.98959 -9.05978 -8.75243
C -11.18947 -7.37189 -8.73895
C -12.54100 -7.55444 -9.47234
C -12.74568 -9.04144 -9.46224
C -11.44809 -9.80373 -9.68085
H -10.62090 -6.44342 -8.79171
H -11.08053 -7.53048 -7.66607
H -13.36330 -7.22341 -8.83803
H -12.65575 -7.04379 -10.42846
H -13.48265 -9.38991 -10.18580
H -13.15331 -9.34996 -8.49956
H -11.36915 -10.44754 -10.55685
H -11.35850 -10.36521 -8.75090
*
```

Computed properties:
HOMO-LUMO gap: 10.365 eV
HOMO energy: -10.106 eV
E: -164388.9166 eV
ΔE to the lowest compared entry with this formula, charge and spin: 5.134 eV

Look up the E of the fifth one.
-39492.4589 eV